(1)
11
Properties=species:S:1:pos:R:3:lowdin_charge:R:1 method="wB97M-V/def2-TZVPD" homo_lumo_gap_ev=10.31 largest_force_ha_per_bohr=0.003 e_above_lowest_kj_mol=93.3 homo_energy_ev=-9.5 smiles=Cc1cnn[nH]1 total_energy_ev=-7661.4881
N -1.80 0.19 1.27 -0.031
N -1.30 0.15 0.03 0.022
N -0.80 0.06 2.08 -0.019
C 0.04 0.00 0.02 -0.312
C 0.34 -0.05 1.36 -0.121
C 0.87 -0.09 -1.22 -0.034
H 1.31 -0.16 1.84 0.100
H 1.00 -1.13 -1.53 0.081
H 0.42 0.45 -2.05 0.077
H 1.86 0.33 -1.04 0.081
H -1.93 0.25 -0.75 0.154

=====

(2)
11
Properties=species:S:1:pos:R:3:lowdin_charge:R:1 method="wB97M-V/def2-TZVPD" homo_lumo_gap_ev=11.04 largest_force_ha_per_bohr=0.022 e_above_lowest_kj_mol=158.7 homo_energy_ev=-10.2 smiles="CN=C=N.C#N" total_energy_ev=-7660.8109
N 1.15 -0.03 -0.29 0.049
N -2.42 0.73 -1.02 0.057
N 0.06 -2.00 0.67 0.110
C -2.18 -0.35 -0.69 -0.092
C 1.02 1.39 -0.02 -0.102
C 0.65 -0.98 0.27 -0.332
H 0.93 1.60 1.05 0.082
H 1.91 1.90 -0.41 0.072
H 0.14 1.77 -0.53 0.062
H 0.52 -2.55 1.39 0.065
H -1.92 -1.34 -0.35 0.029

=====

(3)
11
Properties=species:S:1:pos:R:3:lowdin_charge:R:1 method="wB97M-V/def2-TZVPD" homo_lumo_gap_ev=10.37 largest_force_ha_per_bohr=0.005 e_above_lowest_kj_mol=94.7 homo_energy_ev=-9.5 smiles=Cc1c[nH]nn1 total_energy_ev=-7661.4738
N -0.29 2.07 -0.31 -0.023
N 0.01 1.33 0.71 0.030
N -0.43 1.26 -1.36 -0.020
C 0.06 0.02 0.33 -0.358
C -0.23 -0.03 -1.01 -0.065
C 0.40 -1.13 1.23 -0.052
H 1.35 -1.58 0.94 0.075
H -0.30 -0.85 -1.72 0.116
H -0.67 1.63 -2.26 0.148
H -0.37 -1.91 1.17 0.075
H 0.48 -0.81 2.28 0.075

=====

(4)
11
Properties=species:S:1:pos:R:3:lowdin_charge:R:1 method="wB97M-V/def2-TZVPD" homo_lumo_gap_ev=10.20 largest_force_ha_per_bohr=0.018 e_above_lowest_kj_mol=275.6 homo_energy_ev=-9.8 total_energy_ev=-7659.5994
N 0.70 1.50 -0.02 0.159
N -0.21 -0.65 -0.02 -0.024
N 2.18 -0.55 0.97 0.127
C 0.80 0.25 0.04 -0.558
C -1.57 -0.18 -0.17 -0.082
C 2.30 -0.54 -0.22 -0.067
H -0.02 -1.59 0.26 0.125
H -1.66 0.44 -1.06 0.085
H -2.22 -1.06 -0.27 0.084
H -1.89 0.41 0.70 0.086
H 1.59 1.98 0.03 0.064

=====

(5)
11
Properties=species:S:1:pos:R:3:lowdin_charge:R:1 method="wB97M-V/def2-TZVPD" homo_lumo_gap_ev=8.79 largest_force_ha_per_bohr=0.013 e_above_lowest_kj_mol=364.6 homo_energy_ev=-8.3 smiles="[H]/N=N/C(N)=C=C" total_energy_ev=-7658.6768
N -0.20 1.73 0.12 0.058
N 0.56 1.05 -0.58 0.009
N 1.43 -1.08 -1.13 0.069
C -0.41 -0.78 0.51 -0.069
C 0.48 -0.39 -0.38 -0.423
C -1.28 -0.29 1.36 -0.004
H 1.54 -0.68 -2.06 0.076
H -0.05 2.71 -0.12 0.069
H 1.24 -2.07 -1.18 0.083
H -0.99 0.00 2.37 0.066
H -2.32 -0.11 1.08 0.065

=====

(6)
11
Properties=species:S:1:pos:R:3:lowdin_charge:R:1 method="wB97M-V/def2-TZVPD" homo_lumo_gap_ev=9.03 largest_force_ha_per_bohr=0.068 e_above_lowest_kj_mol=210.9 homo_energy_ev=-8.0 smiles=Nc1c[nH]cn1 total_energy_ev=-7660.2699
N -1.56 0.68 1.11 0.042
N 1.10 0.67 0.80 0.074
N 0.77 -0.85 -1.02 0.011
C 1.77 -0.06 -0.02 -0.152
C -0.45 0.58 0.27 -0.299
C -0.44 -0.26 -0.80 -0.181
H -1.89 -0.19 1.53 0.087
H -1.29 -0.43 -1.47 0.122
H 2.83 -0.31 -0.17 0.100
H -1.63 1.48 1.71 0.073
H 0.79 -1.31 -1.95 0.124